1.
C21H35AsBMnO10P2 as an isolated structure, computed with ωB97M-V/def2-TZVPD.

Last column: Löwdin spin population.
Geometry (Å):
Mn1 -0.334 -0.254 0.782  4.62
C1 -1.189 0.706 2.895  0.03
C2 -2.298 0.777 2.017  0.04
C3 -2.698 -0.548 1.717  0.03
C4 -1.881 -1.432 2.473  0.03
C5 -0.950 -0.656 3.203  0.02
C6 0.031 -1.103 4.242  0.00
C7 -2.061 -2.918 2.519  0.00
C8 -3.829 -0.994 0.841  0.00
C9 -2.925 2.059 1.564  0.01
C10 -0.444 1.867 3.480  0.00
H1 1.052 -0.791 4.014  0.00
H2 0.047 -2.186 4.358  0.00
H3 -0.229 -0.675 5.217  0.00
H4 -2.058 -3.357 1.522  0.00
H5 -3.002 -3.201 3.006  0.00
H6 -1.261 -3.401 3.083  0.00
H7 -3.485 -1.473 -0.082  0.00
H8 -4.472 -0.157 0.556  0.00
H9 -4.466 -1.721 1.355  0.00
H10 -2.317 2.583 0.815  0.00
H11 -3.050 2.752 2.399  0.00
H12 -3.921 1.898 1.143  0.00
H13 0.630 1.676 3.510  0.00
H14 -0.763 2.094 4.504  0.00
H15 -0.582 2.769 2.882  0.00
C11 3.450 -1.613 -1.183  0.00
C12 2.665 -2.523 -0.252  0.00
O1 3.318 -3.808 -0.162  0.00
P1 0.960 -2.848 -0.842  0.00
O2 0.697 -2.053 -2.157  0.00
O3 1.013 -4.372 -1.287  0.00
O4 -0.066 -2.536 0.203  0.03
P2 2.582 -1.801 1.451  0.01
O5 1.763 -2.950 2.235  0.00
O6 3.969 -1.794 1.968  0.00
O7 1.739 -0.558 1.326  0.05
H16 3.501 -2.035 -2.188  0.00
H17 4.456 -1.498 -0.779  0.00
H18 2.980 -0.631 -1.240  0.00
H19 3.808 -3.799 0.675  0.00
H20 -0.096 -1.432 -1.998  0.00
H21 1.797 -4.758 -0.852  0.00
H22 0.834 -2.928 1.951  0.00
C13 -2.396 -0.419 -4.185  0.00
As1 -1.955 0.510 -2.560  0.01
C14 -0.943 2.030 -3.154  0.00
C15 -3.580 1.204 -1.837  0.00
O8 -1.293 -0.613 -1.521  0.04
H23 -2.965 0.225 -4.855  0.00
H24 -2.977 -1.303 -3.928  0.00
H25 -1.471 -0.730 -4.670  0.00
H26 -1.556 2.503 -3.924  0.00
H27 0.010 1.709 -3.564  0.00
H28 -0.768 2.713 -2.328  0.00
H29 -3.872 2.108 -2.370  0.00
H30 -3.397 1.432 -0.788  0.00
H31 -4.359 0.446 -1.909  0.00
O9 1.225 1.219 -1.339  0.01
B1 0.556 1.700 -0.127  0.03
O10 1.262 2.872 0.252  0.01
C16 2.280 3.061 -0.626  0.00
C17 3.227 4.061 -0.644  0.00
C18 4.174 4.017 -1.668  0.00
C19 4.159 3.009 -2.624  0.00
C20 3.193 2.002 -2.600  0.00
C21 2.259 2.054 -1.587  0.00
H32 3.236 4.834 0.111  0.00
H33 4.941 4.780 -1.713  0.00
H34 4.918 2.998 -3.397  0.00
H35 3.182 1.201 -3.328  0.00

Net charge = -1
Orbital gap (spin up / spin down) = 5.410 / 6.272 eV
Expectation value of S² = 8.757
Molecular weight = 650.1 g mol⁻¹
Lowest unoccupied orbital energy (spin up / spin down) = 2.19 / 2.17 eV
Relative energy (zero: lowest compared OMol25 entry of this formula, charge and spin) = 60.6 kJ/mol
2S+1 = 6
Max |F| = 0.0131 Eh/bohr


2.
A 3-piece molecular cluster, C21H35BI2NO5 overall at a distorted geometry, computed with ωB97M-V/def2-TZVPD.

Last column: Löwdin charge in e.
Geometry (Å):
C1 6.150 -0.789 1.868  0.08
C2 5.770 0.043 1.085  -0.14
C3 5.124 1.147 0.354  -0.21
C4 3.659 1.360 0.795  -0.22
C5 3.044 2.515 -0.016  -0.14
B1 1.387 2.506 -0.129  -0.63
C6 0.894 2.220 -1.675  -0.15
C7 1.419 0.976 -2.329  -0.78
O1 2.509 0.536 -2.306  0.01
I1 -0.052 -0.158 -3.550  0.70
C8 0.932 4.112 0.147  -0.14
C9 0.965 4.514 1.583  -0.81
O2 0.072 4.396 2.338  -0.01
I2 2.767 5.463 2.467  0.66
C10 0.617 1.625 1.041  -0.04
C11 0.271 0.198 0.700  -0.47
O3 -0.632 0.031 -0.094  0.01
N1 0.843 -0.976 1.246  -0.14
C12 1.578 -0.795 2.500  -0.08
C13 1.557 -1.786 0.258  -0.06
H1 6.392 -1.658 2.420  0.00
H2 5.706 2.071 0.409  0.12
H3 5.081 0.886 -0.709  0.11
H4 3.133 0.441 0.525  0.08
H5 3.593 1.499 1.877  0.11
H6 3.427 3.446 0.427  0.03
H7 3.497 2.481 -1.017  0.09
H8 1.167 3.098 -2.277  0.12
H9 -0.200 2.176 -1.688  0.08
H10 -0.107 4.223 -0.189  0.11
H11 1.581 4.783 -0.425  0.10
H12 1.151 1.732 1.992  0.09
H13 -0.348 2.117 1.212  0.11
H14 2.659 -0.658 2.393  0.07
H15 1.101 -0.016 3.090  0.08
H16 1.445 -1.718 3.085  0.08
H17 2.221 -1.225 -0.406  0.07
H18 2.080 -2.589 0.781  0.08
H19 0.814 -2.282 -0.376  0.08
C14 -3.336 -4.260 -4.146  -0.17
C15 -4.435 -3.353 -4.680  -0.18
C16 -3.644 -2.124 -5.102  -0.21
O4 -2.350 -2.587 -5.497  -0.17
C17 -2.188 -3.948 -5.094  -0.21
H20 -3.602 -5.317 -4.135  0.11
H21 -3.071 -3.964 -3.128  0.12
H22 -4.908 -3.814 -5.552  0.11
H23 -5.213 -3.128 -3.951  0.11
H24 -3.516 -1.428 -4.267  0.11
H25 -4.108 -1.589 -5.932  0.11
H26 -2.232 -4.576 -5.992  0.11
H27 -1.210 -4.076 -4.629  0.12
C18 -3.002 0.250 2.461  -0.16
C19 -3.705 -0.908 3.154  -0.17
C20 -2.831 -1.114 4.382  -0.21
O5 -2.289 0.165 4.720  -0.14
C21 -2.535 1.083 3.645  -0.19
H28 -3.641 0.807 1.777  0.12
H29 -2.142 -0.108 1.893  0.09
H30 -4.712 -0.606 3.457  0.11
H31 -3.790 -1.803 2.538  0.11
H32 -1.996 -1.791 4.164  0.11
H33 -3.386 -1.511 5.235  0.11
H34 -3.314 1.784 3.971  0.11
H35 -1.628 1.649 3.432  0.11

Net charge = -1
Orbital gap = 8.476 eV
Molecular weight = 646.1 g mol⁻¹
Lowest unoccupied orbital energy = 2.47 eV
Relative energy (zero: lowest compared OMol25 entry of this formula, charge and spin) = 52.3 kJ/mol
2S+1 = 1
Max |F| = 0.0368 Eh/bohr


3.
C21H35Br2N2O14S3 as an isolated structure at a distorted geometry, computed with ωB97M-V/def2-TZVPD.

Last column: Löwdin charge in e.
Geometry (Å):
C1 1.546 1.153 -2.546  -0.11
C2 1.766 0.411 -3.893  -0.69
Br1 0.213 -0.794 -4.118  0.72
C3 1.817 1.386 -5.111  -0.69
Br2 1.241 0.600 -6.824  0.73
O1 3.075 2.053 -5.226  -0.03
C4 4.158 1.242 -5.396  -0.39
O2 4.486 0.706 -6.406  0.21
C5 4.994 1.007 -4.117  0.10
C6 5.634 -0.216 -3.922  -0.15
O3 5.637 -1.270 -4.809  0.12
C7 4.468 -1.865 -4.915  -0.26
N1 3.406 -2.259 -5.178  0.25
C8 6.329 -0.401 -2.767  0.08
N2 6.413 0.559 -1.853  0.18
C9 5.847 1.758 -2.016  -0.11
C10 6.062 2.774 -0.914  -0.02
C11 4.815 3.619 -0.623  -0.22
O4 3.726 3.136 -0.452  0.08
C12 5.115 2.017 -3.154  -0.18
O5 4.546 3.220 -3.333  0.11
H1 0.826 0.572 -1.963  0.02
H2 1.219 2.191 -2.664  0.09
H3 2.483 1.104 -1.965  0.07
H4 2.622 -0.259 -3.810  0.05
H5 1.081 2.168 -4.917  0.10
H6 6.817 -1.351 -2.565  0.18
H7 6.927 0.382 -0.997  0.20
H8 6.949 3.382 -1.135  0.15
H9 6.285 2.205 0.003  0.14
H10 4.903 4.724 -0.578  0.15
H11 3.702 3.240 -2.852  0.13
O6 -0.948 -0.523 -0.885  -0.31
S1 -1.735 -0.426 0.309  0.60
O7 -1.108 -0.259 1.587  -0.29
O8 -2.738 -1.658 0.371  -0.28
C13 -2.193 -2.996 0.305  -0.24
C14 -1.500 -3.400 1.591  -0.06
C15 -2.939 0.841 0.116  -0.10
H12 -1.521 -3.083 -0.551  0.12
H13 -3.037 -3.660 0.126  0.12
H14 -0.614 -2.793 1.775  0.07
H15 -1.188 -4.443 1.542  0.09
H16 -2.166 -3.269 2.445  0.09
H17 -3.441 0.711 -0.840  0.08
H18 -2.416 1.795 0.141  0.08
H19 -3.645 0.784 0.941  0.08
O9 -0.989 2.889 3.829  -0.27
S2 0.247 2.275 4.214  0.58
O10 0.371 1.596 5.466  -0.27
O11 1.418 3.358 4.093  -0.27
C16 1.276 4.594 4.820  -0.26
C17 1.489 4.414 6.311  -0.07
C18 0.784 1.196 2.936  -0.14
H20 0.302 5.040 4.610  0.12
H21 2.035 5.267 4.424  0.12
H22 0.712 3.790 6.751  0.07
H23 1.470 5.380 6.817  0.08
H24 2.445 3.928 6.507  0.08
H25 0.721 1.713 1.983  0.07
H26 0.125 0.331 2.936  0.04
H27 1.806 0.884 3.145  0.08
O12 -7.866 -3.235 -0.324  -0.27
S3 -6.904 -3.682 0.634  0.57
O13 -6.224 -4.930 0.469  -0.28
O14 -7.555 -3.629 2.087  -0.26
C19 -8.780 -4.356 2.312  -0.25
C20 -8.559 -5.854 2.381  -0.07
C21 -5.696 -2.425 0.881  -0.13
H28 -9.512 -4.098 1.544  0.12
H29 -9.171 -4.002 3.265  0.12
H30 -8.222 -6.251 1.424  0.07
H31 -9.486 -6.363 2.647  0.08
H32 -7.795 -6.097 3.120  0.09
H33 -6.196 -1.473 1.037  0.08
H34 -5.082 -2.384 -0.015  0.06
H35 -5.082 -2.690 1.739  0.08

Net charge = +1
Orbital gap = 6.316 eV
Molecular weight = 795.5 g mol⁻¹
Lowest unoccupied orbital energy = -5.51 eV
Relative energy (zero: lowest compared OMol25 entry of this formula, charge and spin) = 0.0 kJ/mol
2S+1 = 1
Max |F| = 0.0333 Eh/bohr